# 1
Computed, not measured: 2 unconnected molecules or ions with the total composition C2H6O2S at a distorted geometry, with ωB97M-V/def2-TZVPD.

The geometry in XYZ format:
```
11
Properties=species:S:1:pos:R:3:forces:R:3
O -2.103 0.561 -1.347 -0.01 0.06 0.33
C -1.240 0.068 -2.002 0.01 -0.26 -0.31
O -0.615 -1.119 -1.705 0.25 1.20 0.45
H -0.861 0.554 -2.913 -0.03 -0.31 -0.17
H -0.146 -0.890 -0.862 -0.15 -0.74 -0.43
C 0.456 0.359 1.707 -0.15 -0.55 0.10
S 1.626 0.164 0.317 -0.26 0.50 0.37
H -0.237 -0.479 1.694 -0.24 0.18 -0.12
H -0.076 1.293 1.568 -0.07 0.03 -0.07
H 0.902 0.339 2.700 0.42 0.26 -0.21
H 2.295 -0.851 0.844 0.22 -0.38 0.06
```
Positions in Å, forces in eV/Å.

E in eV: -17101.0144
Lowest unoccupied orbital energy in eV: 0.61
SMILES: O=CO.CS
Largest force on an atom in eV/A: 1.31
ΔE to the lowest compared entry with this formula, charge and spin in kcal/mol: 11.7
Spin multiplicity: 1



# 2
Computed, not measured: a single C3H4NOP molecule at a distorted geometry, with ωB97M-V/def2-TZVPD.

The geometry in XYZ format:
```
10
Properties=species:S:1:pos:R:3:forces:R:3
O 1.185 1.352 -0.126 -1.14 -1.20 0.47
C 1.942 0.383 0.000 2.50 2.60 -0.42
N 1.754 -0.908 -0.029 0.88 -0.61 0.07
C 0.495 -1.352 -0.262 1.58 -0.51 0.43
C -0.542 -0.604 0.042 -1.01 0.32 -1.69
P -2.127 0.057 -0.115 0.81 -3.76 1.99
H 3.067 0.646 0.020 -1.27 -0.43 0.20
H 0.747 -2.392 -0.548 -2.08 0.24 -0.02
H -2.169 1.268 -0.570 0.47 2.92 -1.41
H -2.228 0.296 1.245 -0.74 0.43 0.40
```
Positions in Å, forces in eV/Å.

E in eV: -15997.1120
Lowest unoccupied orbital energy in eV: -1.65
SMILES: O=C/N=C\C#[PH2]
Largest force on an atom in eV/A: 4.33
ΔE to the lowest compared entry with this formula, charge and spin in kcal/mol: 90.0
Spin multiplicity: 1



# 3
Computed, not measured: 2 unconnected molecules or ions with the total composition C5H6N4O3 at a distorted geometry, with ωB97M-V/def2-TZVPD.

The geometry in XYZ format:
```
18
Properties=species:S:1:pos:R:3:forces:R:3
C -2.526 -0.036 -0.066 2.96 2.86 0.02
C -1.258 -0.433 -0.304 -1.37 -1.06 -0.56
C -1.293 1.729 -0.136 -1.03 -4.37 -0.99
C 1.513 -0.812 -0.317 -0.40 -1.41 -2.00
C 0.948 0.512 -0.689 -1.45 1.01 -6.37
N -2.528 1.356 0.062 0.95 0.12 -0.07
N -0.459 0.628 -0.474 -0.02 1.17 1.50
N 1.639 -0.852 1.005 1.21 -3.92 -0.42
N 1.711 1.591 -0.070 0.93 0.25 -1.88
O 1.673 -1.766 -1.113 -0.28 2.49 2.27
O 2.647 2.005 -0.712 0.27 0.23 0.30
O 1.369 1.941 1.014 -0.36 0.77 1.90
H -3.348 -0.579 0.124 -2.66 -1.80 0.44
H -0.901 -1.389 -0.469 0.59 -1.75 -0.26
H -0.815 2.594 -0.139 1.19 4.22 0.19
H 1.183 0.658 -2.380 -0.35 -0.34 4.47
H 1.655 -0.203 1.733 -0.27 1.57 0.60
H 1.968 -1.784 1.209 0.10 -0.06 0.85
```
Positions in Å, forces in eV/Å.

E in eV: -17378.8818
Lowest unoccupied orbital energy in eV: -0.93
Largest force on an atom in eV/A: 6.61
ΔE to the lowest compared entry with this formula, charge and spin in kcal/mol: 79.2
Spin multiplicity: 1



# 4
Computed, not measured: a molecular structure, C24H50B2Br2CaCl3F4KN2O11PV at a distorted geometry, with ωB97M-V/def2-TZVPD.

The geometry in XYZ format:
```
102
Properties=species:S:1:pos:R:3:forces:R:3
C 1.156 1.299 1.368 1.40 0.16 -0.31
C 0.965 1.189 -0.160 -1.34 -0.01 1.37
N 0.911 -0.149 -0.742 0.33 0.95 -0.07
B 2.102 -0.388 -1.669 0.25 -0.05 -0.54
C 2.085 -1.880 -2.423 -0.44 -0.55 0.07
C 0.885 -2.725 -2.073 0.16 1.31 -1.05
O 0.899 -3.785 -1.534 0.12 -1.31 0.83
C 1.992 0.751 -2.909 0.53 -0.48 -0.34
C 0.682 0.703 -3.721 0.41 1.33 -0.04
P -0.632 1.804 -3.112 0.31 -2.11 0.08
O -1.252 2.521 -4.384 -2.50 -0.35 -0.70
O -0.148 2.960 -2.114 -0.56 -1.25 -1.39
C 0.712 3.959 -2.645 -0.30 1.33 0.43
C -0.091 5.292 -2.588 0.92 -0.03 -1.93
O -1.737 0.892 -2.464 1.43 1.78 0.45
C -2.584 1.559 -1.455 -1.95 -0.86 1.11
C -3.446 0.446 -0.808 0.54 -0.11 -0.65
C 3.563 -0.110 -0.986 0.31 -0.61 0.00
C 4.095 -1.205 -0.017 0.25 0.13 1.10
C 3.017 -2.015 0.741 0.15 -0.45 -0.16
C 5.063 -0.600 1.051 -0.21 0.26 -0.61
H 0.649 0.513 1.931 -0.22 0.28 -0.09
H 2.241 1.190 1.545 -0.28 -0.22 0.22
H 0.910 2.330 1.688 -0.29 -0.68 0.02
H -0.022 1.648 -0.322 0.43 0.13 -0.01
H 1.762 1.815 -0.585 -0.31 -0.03 -0.20
H 0.005 -0.231 -1.194 0.09 -0.53 0.19
H 2.976 -2.481 -2.195 -0.13 0.15 0.05
H 2.071 -1.780 -3.525 -0.10 0.11 0.23
H -0.119 -2.332 -2.394 0.22 0.22 0.03
H 2.802 0.500 -3.613 -0.18 0.16 0.07
H 2.236 1.755 -2.529 -0.28 -0.13 -0.14
H 0.928 1.032 -4.745 -0.48 0.06 0.14
H 0.214 -0.285 -3.826 0.03 0.09 0.29
H 1.548 4.074 -1.948 0.01 -0.49 -0.21
H 1.048 3.728 -3.662 0.09 -0.05 0.25
H -0.924 5.245 -1.878 0.59 0.13 -0.97
H 0.627 6.063 -2.217 -0.52 -0.73 0.67
H -0.450 5.600 -3.586 0.00 -0.11 0.01
H -2.001 2.082 -0.693 0.23 -0.10 -0.41
H -3.285 2.238 -1.954 0.57 0.13 -0.18
H -3.129 -0.512 -1.241 -0.10 0.13 0.20
H -4.496 0.562 -1.082 0.08 -0.02 0.41
H -3.299 0.375 0.269 -0.23 0.16 -0.13
H 3.647 0.861 -0.471 -0.20 -0.11 -0.15
H 4.282 -0.063 -1.828 -0.11 0.15 0.22
H 4.701 -1.923 -0.588 -0.26 0.04 0.01
H 2.172 -1.424 1.103 0.14 0.04 -0.23
H 2.645 -2.834 0.114 -0.25 0.31 0.11
H 3.460 -2.507 1.620 0.01 0.13 -0.19
H 6.073 -0.492 0.633 -0.12 0.02 0.20
H 4.721 0.404 1.342 0.05 -0.21 0.06
H 5.091 -1.211 1.958 0.21 0.06 -0.18
Ca 1.326 7.798 -3.075 0.86 0.08 -0.03
B -6.530 -1.835 0.158 0.01 0.03 -0.05
F -6.636 -2.564 1.377 0.04 -0.16 -0.25
F -5.439 -2.336 -0.602 -0.13 -0.04 0.18
F -7.719 -1.982 -0.578 0.07 -0.11 0.08
F -6.311 -0.479 0.443 0.06 0.02 0.00
C -7.554 -5.690 0.402 -0.80 1.49 0.14
Cl -7.492 -5.250 -1.303 0.06 -0.05 0.12
Cl -8.484 -7.188 0.642 -0.53 0.02 0.24
H -6.537 -5.846 0.762 -1.66 1.89 0.59
H -8.021 -4.886 0.962 0.01 0.02 -0.08
O -6.510 -8.894 -2.496 -0.98 0.43 0.50
V -8.196 -8.667 -2.828 -1.07 0.25 -0.34
O -9.859 -8.433 -3.139 2.14 -0.35 0.46
Cl -3.043 1.875 -4.792 2.18 1.02 0.28
C 6.506 8.944 -3.710 -0.11 -0.14 0.01
C 5.255 8.194 -3.615 1.33 0.69 -0.10
N 4.287 7.599 -3.542 -2.03 -0.34 0.22
H 6.988 8.735 -4.663 -0.03 -0.03 -0.01
H 6.301 10.011 -3.638 -0.03 -0.01 0.01
H 7.171 8.651 -2.899 -0.03 -0.03 0.01
Br -5.504 -9.237 2.066 0.30 -1.19 1.27
C -5.296 -8.366 3.802 -0.19 -0.10 0.10
C -6.031 -7.050 3.852 0.22 0.17 0.03
Br -5.064 -5.654 2.891 -0.01 -0.03 0.08
H -4.230 -8.265 3.977 -0.02 0.05 -0.05
H -5.714 -9.067 4.521 -0.04 0.02 -0.04
H -6.101 -6.692 4.877 0.02 -0.05 0.00
H -7.027 -7.101 3.421 0.01 -0.07 0.03
C -1.225 5.165 -0.033 -0.48 0.22 0.54
C -0.349 4.960 1.232 -0.25 -0.58 0.37
O 0.553 5.811 1.398 0.35 0.25 -0.30
O -0.657 3.966 1.918 0.20 0.59 -0.46
H -0.907 6.050 -0.595 -0.25 0.14 0.91
H -1.144 4.288 -0.681 -0.28 -0.08 0.67
H -2.268 5.293 0.257 -0.02 -0.10 0.07
C 6.861 -1.227 6.216 0.20 -0.15 0.09
O 6.025 -0.571 5.265 0.02 0.01 -0.02
C 4.994 0.088 5.805 -0.06 0.02 -0.19
O 4.741 0.159 6.979 0.04 -0.02 0.06
O 4.301 0.648 4.817 0.04 0.00 0.00
C 3.157 1.394 5.245 -0.28 0.18 -0.08
H 7.654 -1.721 5.660 -0.10 0.08 -0.17
H 7.308 -0.505 6.899 -0.12 -0.02 0.08
H 6.299 -1.978 6.770 -0.03 0.11 0.08
H 3.454 2.221 5.887 0.01 -0.11 0.10
H 2.447 0.747 5.758 0.09 0.02 0.10
H 2.682 1.795 4.353 0.15 -0.12 -0.10
K -5.786 -7.362 0.093 2.58 -2.09 -3.12
```
Positions in Å, forces in eV/Å.

E in eV: -310809.3156
Lowest unoccupied orbital energy in eV: -5.24
Largest force on an atom in eV/A: 4.56
Spin multiplicity: 1



# 5
Computed, not measured: a gas-phase ion, C6H13N2 (charge +1) at a distorted geometry, with ωB97M-V/def2-TZVPD.

The geometry in XYZ format:
```
21
Properties=species:S:1:pos:R:3:forces:R:3
C -1.769 -0.910 0.202 -0.14 1.37 -0.89
C -0.571 -0.247 0.075 -1.02 -2.01 -0.37
N 0.421 -0.153 1.000 -1.18 -2.05 -0.10
C 0.003 -0.683 2.309 3.75 -1.98 -0.16
C 1.392 0.901 0.972 -0.94 0.76 3.94
N -0.044 -0.075 -1.345 -2.14 0.17 2.02
C 0.827 -0.859 -1.754 3.16 -2.46 -0.68
C -0.705 0.771 -2.281 -1.73 -0.45 -2.65
H -2.425 -0.963 -0.708 0.84 -0.25 1.01
H -2.238 -1.240 1.164 0.71 0.67 -1.13
H 1.065 -0.865 2.842 -2.84 0.59 -0.51
H -0.630 0.040 2.696 -1.00 1.34 1.76
H -0.556 -1.663 2.295 0.93 1.01 -0.45
H 1.558 1.057 -0.064 1.38 0.63 -0.53
H 0.888 1.823 1.462 1.04 -0.91 -0.98
H 2.196 0.581 1.763 -0.80 0.79 -2.31
H 1.229 -0.740 -2.807 -0.65 -0.35 1.36
H 1.254 -1.661 -1.061 -0.58 1.38 -0.97
H -0.354 1.765 -2.233 0.96 1.07 -0.20
H -1.781 0.916 -2.098 0.38 -0.72 0.32
H -0.602 0.256 -3.311 -0.14 1.41 1.54
```
Positions in Å, forces in eV/Å.

E in eV: -9403.2691
Lowest unoccupied orbital energy in eV: -4.73
SMILES: C=C(N(C)C)[N+](=C)C
Largest force on an atom in eV/A: 4.25
ΔE to the lowest compared entry with this formula, charge and spin in kcal/mol: 83.0
Spin multiplicity: 1
Total charge: +1



# 6
Computed, not measured: a single C19H23N5O4S molecule at a distorted geometry, with ωB97M-V/def2-TZVPD.

The geometry in XYZ format:
```
52
Properties=species:S:1:pos:R:3:forces:R:3
C -2.324 -4.170 0.796 0.13 -0.10 0.16
O -3.065 -3.644 -0.281 -0.17 0.17 -0.25
C -2.875 -2.338 -0.616 -0.02 0.13 -0.07
C -3.567 -1.887 -1.741 0.04 -0.19 0.08
C -3.430 -0.585 -2.169 0.11 -0.02 0.08
C -2.598 0.306 -1.496 -0.01 0.09 0.05
C -2.427 1.715 -2.016 -0.01 -0.12 -0.22
N -2.127 2.695 -0.997 -0.25 0.08 0.10
C -0.855 2.819 -0.564 0.88 0.53 0.58
N 0.209 2.441 -1.345 0.27 -0.17 -0.28
C 1.245 2.739 -0.614 0.09 0.21 -0.07
N 2.543 2.578 -0.925 0.22 0.04 0.05
C 2.864 1.461 -1.809 -0.08 -0.13 -0.07
C 2.447 0.160 -1.173 0.12 -0.04 -0.02
C 3.004 -0.226 0.038 -0.09 0.00 -0.28
C 2.558 -1.352 0.705 -0.06 -0.24 0.21
C 1.537 -2.120 0.159 0.01 0.10 -0.20
O 1.009 -3.238 0.741 -0.05 0.14 -0.27
C 1.496 -3.625 2.004 0.07 -0.04 0.16
C 0.987 -1.750 -1.068 0.05 -0.20 0.15
C 1.430 -0.616 -1.715 0.15 -0.07 0.08
N 0.870 3.350 0.579 -0.01 -0.02 0.00
S 1.506 2.733 2.017 -0.08 -0.10 0.60
C 0.864 3.925 3.195 0.19 -0.41 -0.73
O 0.970 1.433 2.276 -0.30 0.11 0.13
O 2.934 2.841 1.896 0.19 0.33 -0.02
N -0.523 3.356 0.587 -1.15 0.05 0.22
C -1.922 -0.145 -0.373 -0.13 0.14 -0.15
C -2.058 -1.449 0.072 -0.10 -0.32 0.13
H -1.249 -4.054 0.633 -0.06 0.01 0.03
H -2.577 -5.228 0.837 0.03 0.07 0.05
H -2.604 -3.695 1.742 0.02 0.00 -0.02
H -4.204 -2.582 -2.265 -0.08 -0.09 -0.06
H -3.968 -0.253 -3.045 -0.09 0.03 -0.10
H -1.590 1.741 -2.720 -0.22 0.05 -0.04
H -3.336 2.032 -2.537 0.14 -0.07 -0.03
H -2.818 2.809 -0.269 0.05 0.02 -0.02
H 3.147 2.683 -0.116 0.01 0.06 -0.18
H 3.940 1.494 -1.998 -0.12 0.03 -0.06
H 2.323 1.616 -2.744 0.18 -0.06 -0.01
H 3.788 0.369 0.485 0.08 0.07 0.08
H 3.006 -1.606 1.652 0.02 -0.06 0.10
H 1.346 -2.837 2.748 0.02 -0.03 -0.02
H 2.558 -3.889 1.961 -0.04 0.02 0.02
H 0.920 -4.506 2.287 0.07 0.05 0.02
H 0.197 -2.352 -1.486 -0.10 -0.07 -0.04
H 0.972 -0.323 -2.648 -0.08 0.06 -0.12
H 0.971 3.517 4.192 0.10 -0.20 0.07
H -0.176 4.064 2.932 -0.18 0.04 0.03
H 1.431 4.838 3.075 0.09 0.17 -0.03
H -1.266 0.515 0.174 0.06 0.03 0.08
H -1.510 -1.756 0.947 0.08 -0.10 0.09
```
Positions in Å, forces in eV/Å.

E in eV: -46551.2902
Lowest unoccupied orbital energy in eV: 0.59
SMILES: COc1ccc(CNc2nc(NCc3ccc(OC)cc3)n(S(C)(=O)=O)n2)cc1
Largest force on an atom in eV/A: 1.18
ΔE to the lowest compared entry with this formula, charge and spin in kcal/mol: 81.4
Spin multiplicity: 1



# 7
Computed, not measured: 2 unconnected molecules or ions with the total composition C7H6N2O5S at a distorted geometry, with ωB97M-V/def2-TZVPD.

The geometry in XYZ format:
```
21
Properties=species:S:1:pos:R:3:forces:R:3
C 0.459 2.653 -1.127 -1.93 0.79 -1.35
C -0.855 2.131 -0.853 3.23 -1.00 1.83
C 1.571 1.823 -1.014 -3.12 -0.39 1.11
C -0.960 1.020 -0.062 -0.29 -2.24 1.06
C 1.435 0.565 -0.385 0.24 3.03 -0.63
C 0.241 0.277 0.313 -0.25 0.52 -1.94
C 0.189 -0.886 1.054 0.94 -0.18 -0.48
N -1.508 -2.348 -0.672 0.04 0.18 0.13
N -2.682 -2.077 -0.351 -0.89 -0.63 -0.67
O -3.607 -2.577 -1.091 0.07 0.08 0.02
O 2.174 -0.553 2.486 0.63 0.75 -0.23
O -3.017 -1.367 0.643 0.39 0.18 0.22
O 2.676 -1.832 0.432 -0.83 0.17 0.51
O 1.438 -2.838 2.325 0.08 1.41 -1.61
S 1.747 -1.587 1.552 -0.18 -2.94 2.52
H 0.479 3.670 -1.659 0.34 -1.59 0.76
H -1.717 2.582 -1.130 -2.40 1.76 -0.99
H 2.362 2.249 -1.510 2.58 0.11 -0.75
H -1.931 0.474 0.288 1.55 1.41 -0.82
H 2.275 -0.075 -0.429 0.37 -0.67 0.34
H -0.769 -1.304 1.191 -0.58 -0.77 0.96
```
Positions in Å, forces in eV/Å.

E in eV: -31403.0819
Lowest unoccupied orbital energy (alpha / beta) in eV: 5.60 / 5.63
Largest force on an atom in eV/A: 3.88
Spin multiplicity: 1
Total charge: -2



# 8
Computed, not measured: 2 unconnected molecules or ions with the total composition C4H12OS2 at a distorted geometry, with ωB97M-V/def2-TZVPD.

The geometry in XYZ format:
```
19
Properties=species:S:1:pos:R:3:forces:R:3
C 2.260 -1.313 -0.165 -1.48 -3.22 0.59
C 1.202 -2.096 -1.107 0.45 1.10 0.84
S -0.014 -0.814 -1.648 0.22 -0.93 -0.53
S -1.546 -1.338 -0.377 -1.12 1.70 0.45
C -2.135 0.435 -0.031 -0.19 1.44 0.00
C -1.866 1.007 1.459 2.70 -1.50 -4.33
H 1.664 -0.500 0.246 0.20 -0.19 0.45
H 3.123 -0.898 -0.618 0.82 0.12 -0.69
H 2.532 -2.114 0.634 -0.05 1.81 -1.11
H 0.699 -2.789 -0.424 -0.23 0.27 -0.22
H 1.469 -2.730 -1.974 0.55 0.80 0.43
H -1.612 1.053 -0.817 -0.16 -0.60 1.03
H -3.199 0.695 -0.286 0.66 -1.32 0.19
H -0.827 1.358 1.392 -0.29 0.00 0.48
H -1.899 0.176 2.081 -0.51 -1.04 1.65
H -2.479 1.817 1.612 -1.60 1.57 0.80
O 0.668 3.000 0.125 0.43 0.05 1.56
H 0.700 2.634 -0.738 -0.03 -0.51 -1.37
H 1.259 2.419 0.637 -0.35 0.43 -0.22
```
Positions in Å, forces in eV/Å.

E in eV: -28059.3558
Lowest unoccupied orbital energy in eV: 0.52
SMILES: CCSSCC.O
Largest force on an atom in eV/A: 5.32
ΔE to the lowest compared entry with this formula, charge and spin in kcal/mol: 34.8
Spin multiplicity: 1